The following is a DFT calculation (ωB97M-V/def2-TZVPD) of one molecule with the formula C6H4O in a non-equilibrium geometry.

```
11
C6H4O ωB97M-V/def2-TZVPD
O -0.497 -0.154 0.981
C 0.672 -0.199 -0.947
C -0.391 1.896 -0.310
C 0.038 -1.817 0.851
C -0.574 3.047 -0.629
C 1.356 -1.023 -1.613
C -0.083 0.503 -0.066
H -0.789 -2.250 0.291
H -0.744 4.072 -0.901
H 0.998 -2.196 0.426
H 0.015 -1.879 1.917
```

The HOMO energy comes out at -9.577 eV. As for the lowest unoccupied orbital energy: -1.15 eV. The calculation puts the total energy at -8326.1119 eV. As for the orbital gap: 8.43 eV. For the energy above the lowest of the compared OMol25 structures with the same formula, charge and spin, the calculation gives 145.9 kcal per mole.

The following is a DFT calculation (ωB97M-V/def2-TZVPD) of one molecule with the formula C6H4O in a non-equilibrium geometry.

```
11
C6H4O ωB97M-V/def2-TZVPD
O -0.189 -1.259 -0.315
C 2.086 -0.634 0.172
C 3.309 -0.605 -0.136
C 0.747 -0.383 0.146
C -1.436 -0.680 -0.236
C 0.059 0.893 0.286
C -1.380 0.594 0.162
H -2.222 1.254 0.347
H -2.252 -1.317 -0.547
H 0.428 1.744 0.856
H 0.722 0.755 -0.760
```

The HOMO energy comes out at -9.121 eV. As for the lowest unoccupied orbital energy: -0.17 eV. The calculation puts the total energy at -8327.8153 eV. As for the orbital gap: 8.95 eV. For the energy above the lowest of the compared OMol25 structures with the same formula, charge and spin, the calculation gives 106.7 kcal per mole.

The following is a DFT calculation (ωB97M-V/def2-TZVPD) of C6H4O as an isolated structure in a non-equilibrium geometry.

```
11
C6H4O ωB97M-V/def2-TZVPD
O -0.644 -2.023 1.514
C -0.521 -0.751 -1.114
C 0.834 0.915 -0.111
C 0.249 0.254 1.015
C 0.375 0.494 -1.300
C -0.305 -0.231 -2.311
C -0.213 -0.973 0.796
H 1.222 1.843 0.016
H -0.290 -2.903 1.384
H -0.386 -0.290 -3.361
H 0.657 0.371 2.030
```

The HOMO energy comes out at -7.801 eV. As for the lowest unoccupied orbital energy: 0.64 eV. The calculation puts the total energy at -8326.9279 eV. As for the orbital gap: 8.44 eV. For the energy above the lowest of the compared OMol25 structures with the same formula, charge and spin, the calculation gives 127.1 kcal per mole.

The following is a DFT calculation (ωB97M-V/def2-TZVPD) of one molecule with the formula C6H4O.

```
11
C6H4O ωB97M-V/def2-TZVPD
O 0.752 1.420 1.130
C -2.536 -0.043 -0.754
C 3.544 -0.465 0.708
C 1.042 0.386 0.559
C 0.004 -0.302 -0.177
C 2.391 -0.138 0.608
C -1.136 -0.392 -0.564
H -2.910 0.207 0.245
H 4.570 -0.735 0.808
H -3.163 -0.808 -1.207
H -2.558 0.871 -1.356
```

The HOMO energy comes out at -10.054 eV. As for the lowest unoccupied orbital energy: -0.25 eV. The calculation puts the total energy at -8329.6977 eV. As for the orbital gap: 9.80 eV. For the energy above the lowest of the compared OMol25 structures with the same formula, charge and spin, the calculation gives 63.2 kcal per mole.

The following is a DFT calculation (ωB97M-V/def2-TZVPD) of one molecule with the formula C6H4O.

```
11
C6H4O ωB97M-V/def2-TZVPD
O 1.056 1.039 0.589
C -0.799 1.346 -0.786
C -0.149 -0.904 -0.081
C 1.882 -1.444 1.259
C 0.048 0.430 -0.077
C -1.506 2.128 -1.371
C 0.738 -1.762 0.700
H 1.371 0.478 1.328
H -0.989 -1.340 -0.606
H -2.122 2.828 -1.893
H 0.471 -2.798 0.938
```

The HOMO energy comes out at -8.866 eV. As for the lowest unoccupied orbital energy: -0.77 eV. The calculation puts the total energy at -8327.9071 eV. As for the orbital gap: 8.10 eV. For the energy above the lowest of the compared OMol25 structures with the same formula, charge and spin, the calculation gives 104.5 kcal per mole.

The following is a DFT calculation (ωB97M-V/def2-TZVPD) of one molecule with the formula C6H4O.

```
11
C6H4O ωB97M-V/def2-TZVPD
O 0.356 -1.122 0.473
C 0.716 0.137 0.748
C -0.664 -1.060 -0.521
C -0.376 1.040 0.369
C 3.123 0.519 0.504
C -1.189 0.340 -0.425
C 1.993 0.422 1.078
H -0.142 -1.200 -1.476
H -1.378 -1.870 -0.374
H -2.033 0.704 -0.998
H -0.406 2.092 0.622
```

The HOMO energy (spin up / spin down) comes out at -9.585 / -9.586 eV. As for the lowest unoccupied orbital energy (spin up / spin down): -0.77 / -0.77 eV. The calculation puts the total energy at -8328.9653 eV. As for the orbital gap (spin up / spin down): 8.81 / 8.81 eV. For the energy above the lowest of the compared OMol25 structures with the same formula, charge and spin, the calculation gives 80.1 kcal per mole.

The following is a DFT calculation (ωB97M-V/def2-TZVPD) of one molecule with the formula C6H4O.

```
11
C6H4O ωB97M-V/def2-TZVPD
O 1.196 0.673 0.854
C 0.132 -0.777 -0.470
C 0.306 -0.365 0.819
C -2.140 -0.368 1.472
C -0.932 -0.337 1.538
C 0.815 0.142 -1.291
C 1.479 0.966 -0.435
H 0.693 0.258 -2.357
H 2.204 1.747 -0.599
H -3.173 -0.394 1.195
H -0.582 -1.543 -0.726
```

The HOMO energy comes out at -8.350 eV. As for the lowest unoccupied orbital energy: 0.89 eV. The calculation puts the total energy at -8330.2319 eV. As for the orbital gap: 9.24 eV. For the energy above the lowest of the compared OMol25 structures with the same formula, charge and spin, the calculation gives 50.9 kcal per mole.

The following is a DFT calculation (ωB97M-V/def2-TZVPD) of one molecule with the formula C6H4S in a non-equilibrium geometry.

```
11
C6H4S ωB97M-V/def2-TZVPD
S 2.900 -0.297 0.088
C -1.199 -2.287 -0.199
C 0.170 -0.070 0.585
C -0.555 1.135 0.205
C -0.765 -1.208 0.263
C 1.400 0.067 -0.322
C -0.654 2.449 -0.018
H -1.734 -3.163 -0.385
H 0.549 -0.256 1.692
H 0.944 0.308 -1.362
H -1.056 3.323 -0.547
```

The HOMO energy comes out at -9.108 eV. As for the lowest unoccupied orbital energy: -0.57 eV. The calculation puts the total energy at -17115.4122 eV. As for the orbital gap: 8.53 eV. For the energy above the lowest of the compared OMol25 structures with the same formula, charge and spin, the calculation gives 72.2 kcal per mole.

The following is a DFT calculation (ωB97M-V/def2-TZVPD) of a 21-piece molecular cluster, C6H52N2O22 overall in a non-equilibrium geometry.

```
82
C6H52N2O22 ωB97M-V/def2-TZVPD
O -4.881 4.363 -1.219
O -0.891 -3.800 2.322
O -4.737 -3.174 -1.981
O -3.734 0.504 -3.193
O -2.895 2.835 -0.630
O -0.225 -5.520 -0.007
O 0.314 -1.451 3.767
O 0.257 -0.219 -2.178
O 5.205 -1.651 2.392
O 0.450 -3.739 -2.341
O 1.528 2.597 3.550
O 0.792 5.420 1.909
O 0.521 2.103 -3.744
O -4.759 -3.261 1.218
O 2.745 -2.952 -3.006
O 0.681 -0.929 -4.952
O 4.218 -0.854 -2.533
O 4.195 0.851 -0.613
O 2.315 3.412 1.068
O -1.019 3.275 4.302
O -1.595 5.556 2.963
O 4.856 1.015 2.056
N 1.395 -0.744 -0.351
N -2.071 0.719 -0.666
C -1.212 2.185 1.057
C -2.177 1.921 -0.150
C 1.561 -0.859 1.082
C 0.217 -0.523 -1.006
C -1.172 -0.446 -0.285
C -2.005 -1.743 -0.446
H 1.081 4.542 1.467
H 1.223 0.113 1.536
H -1.341 -2.594 -0.328
H 0.562 -6.004 0.559
H -4.282 1.325 -3.524
H -5.595 4.183 -0.472
H -1.207 4.246 3.949
H -1.440 1.588 1.917
H -0.653 5.466 2.538
H -2.343 -1.786 -1.491
H 3.976 -0.452 -3.428
H -4.423 -3.133 0.243
H 2.272 2.862 0.197
H 4.362 0.007 -1.222
H 1.622 5.786 2.320
H -4.073 3.782 -1.071
H 2.235 -0.749 -0.897
H 0.335 -1.058 -4.002
H -0.035 2.966 4.027
H 0.307 1.103 -3.810
H 4.608 1.208 1.069
H -0.977 -0.548 0.848
H -0.744 -6.342 -0.331
H -2.235 5.562 2.153
H 1.812 -3.210 -2.607
H 4.361 -1.838 2.923
H 1.072 -1.722 1.516
H -5.152 -3.352 -2.878
H -0.200 1.902 0.898
H -1.183 3.260 1.298
H -5.815 -3.164 1.177
H -1.007 -4.002 1.349
H -2.831 -1.708 0.276
H -0.182 -0.850 -5.535
H -0.359 -3.838 -2.988
H -4.086 0.175 -2.330
H 3.463 1.406 -1.081
H -0.139 -4.427 2.644
H 2.639 -3.135 -4.049
H -0.292 -2.181 3.362
H 4.689 0.027 2.219
H 2.578 -0.823 1.276
H -4.955 -2.171 -1.884
H 1.939 2.964 2.649
H 3.190 3.883 1.033
H -2.499 0.571 -1.558
H 0.385 -4.389 -1.586
H 5.548 -2.568 2.002
H -0.316 -0.683 4.138
H 2.298 2.161 4.054
H -0.094 2.656 -4.346
H 4.026 -1.910 -2.609
```

The HOMO energy comes out at -8.710 eV. As for the lowest unoccupied orbital energy: -1.02 eV. The calculation puts the total energy at -55087.9459 eV. As for the orbital gap: 7.69 eV.